(a)
C17H18N2O5S | wB97M-V/def2-TZVPD

CARTESIAN COORDINATES (ANGSTROEM)
C (-4.76679, -1.72633, -2.20052)
H (-3.93849, -2.44082, -2.25797)
O (-4.30470, -0.40148, -2.12358)
C (-3.55269, -0.03846, -1.04062)
C (-3.16931, -0.89020, -0.01032)
C (-2.39976, -0.41149, 1.03262)
C (-1.99499, 0.91889, 1.07542)
C (-2.38468, 1.77332, 0.04896)
C (-3.15239, 1.29437, -0.99420)
H (-3.45652, 1.95027, -1.79431)
H (-2.09721, 2.81291, 0.04803)
O (-1.22778, 1.27779, 2.14851)
C (-0.62361, 2.54629, 2.15630)
C (0.21676, 2.93334, 0.93731)
O (0.31847, 4.08836, 0.58165)
N (0.84002, 1.93456, 0.25933)
N (0.83815, 0.66842, 0.70106)
C (1.12714, -0.33945, -0.03003)
C (1.07723, -1.61330, 0.64646)
C (0.77983, -1.83988, 1.96678)
C (0.79946, -3.20217, 2.31110)
C (1.11333, -4.00601, 1.25939)
S (1.38701, -3.11229, -0.17855)
H (1.20218, -5.07407, 1.23666)
H (0.58965, -3.57441, 3.29796)
H (0.54854, -1.03617, 2.63988)
C (1.48539, -0.32816, -1.49869)
H (1.00952, -1.18930, -1.97060)
H (1.09869, 0.57623, -1.97320)
C (2.99875, -0.40906, -1.72177)
C (3.68112, 0.90954, -1.46329)
O (3.13851, 1.98453, -1.46503)
O (4.98926, 0.76534, -1.25312)
H (5.41340, 1.62788, -1.11580)
H (3.20666, -0.66881, -2.76328)
H (3.45724, -1.17494, -1.09517)
H (1.36426, 2.21066, -0.57747)
H (-1.36566, 3.34484, 2.29815)
H (0.04093, 2.53584, 3.02690)
H (-2.09537, -1.06809, 1.83160)
H (-3.45911, -1.92905, -0.00680)
H (-5.35204, -1.78160, -3.11729)
H (-5.40610, -1.98054, -1.34852)

Computed properties:
SMILES   COc1ccc(OCC(=O)N/N=C(\CCC(=O)O)c2cccs2)cc1
Frontier orbital gap   8.1060 eV
HOMO   -7.8 eV
LUMO   0.3 eV

(b)
C17H18N2O5S | wB97M-V/def2-TZVPD

CARTESIAN COORDINATES (ANGSTROEM)
C (-4.11509, -2.01390, -0.21342)
H (-4.60510, -1.23296, 0.36905)
H (-4.77793, -2.87431, -0.31260)
O (-2.96769, -2.50294, 0.45813)
C (-1.74807, -1.98414, 0.26973)
C (-0.69956, -2.82432, 0.69190)
C (0.61705, -2.49955, 0.49251)
C (0.95213, -1.32142, -0.18394)
C (-0.07627, -0.46630, -0.55987)
C (-1.40243, -0.75472, -0.29889)
S (-2.54908, 0.60777, -0.60928)
O (-3.05285, 0.49972, -1.94978)
O (-3.48377, 0.66992, 0.47658)
N (-1.65351, 1.99412, -0.52941)
C (-1.09352, 2.60455, -1.70363)
H (-1.49328, 2.06881, -2.56131)
H (0.00102, 2.56209, -1.71216)
H (-1.40255, 3.65172, -1.76395)
C (-1.28875, 2.49464, 0.77776)
C (0.04443, 2.00843, 1.25182)
C (1.31812, 2.42737, 0.99015)
C (2.17977, 1.55066, 1.69362)
C (1.36733, 0.66349, 2.32687)
O (0.07816, 0.93174, 2.06744)
H (1.57792, -0.16924, 2.96739)
H (3.24955, 1.58078, 1.72213)
H (1.60723, 3.26435, 0.38731)
H (-2.06162, 2.13935, 1.46212)
H (-1.30157, 3.58868, 0.74718)
H (0.16116, 0.46299, -1.04607)
C (2.33358, -0.97265, -0.43699)
C (2.91507, 0.00591, -1.20493)
C (4.30468, -0.17038, -0.99704)
N (4.51333, -1.16746, -0.17643)
O (3.30847, -1.67313, 0.17361)
C (5.41912, 0.61590, -1.58014)
H (6.36581, 0.23428, -1.21018)
H (5.31994, 1.66541, -1.30784)
H (5.40018, 0.54330, -2.66628)
H (2.44059, 0.73239, -1.82942)
H (1.40306, -3.15648, 0.83069)
H (-0.97772, -3.74797, 1.17427)
H (-3.86878, -1.61586, -1.19884)

Computed properties:
SMILES   COc1ccc(-c2cc(C)no2)cc1S(=O)(=O)N(C)Cc1ccco1
Frontier orbital gap   8.8334 eV
HOMO   -8.4 eV
LUMO   0.5 eV

The winner here is (a), beating the second structure by 2.091 eV.

(a)
C2H3FINO | wB97M-V/def2-TZVPD

CARTESIAN COORDINATES (ANGSTROEM)
C (0.00037, -0.49421, 0.11433)
C (-1.39690, -0.29606, 0.24903)
N (1.76314, 1.41129, -0.09371)
O (0.62874, -1.43332, -0.16258)
F (-1.74994, 0.97344, 0.54673)
I (3.19603, 0.02219, -0.21633)
H (-1.59853, -0.98927, 1.12701)
H (-2.05023, -0.77217, -0.49134)
H (1.20733, 1.57811, -1.07316)

Computed properties:
Frontier orbital gap (alpha / beta)   8.3954 / 7.8423 eV
HOMO (alpha / beta)   -8.8 / -8.6 eV
LUMO (alpha / beta)   -0.5 / -0.7 eV

(b)
C2H3FINO | wB97M-V/def2-TZVPD

CARTESIAN COORDINATES (ANGSTROEM)
C (-0.31495, 0.55529, -0.02059)
C (1.16385, 0.22257, -0.00767)
N (-1.03338, -0.72711, 0.15194)
O (-0.73171, 1.65889, -0.23498)
F (1.94984, 1.26067, -0.17163)
I (-3.05962, -0.63579, -0.23884)
H (1.28845, -0.45227, -0.94161)
H (1.44824, -0.25057, 1.06266)
H (-0.71071, -1.63168, 0.40071)

Computed properties:
SMILES   O=C(CF)NI
Frontier orbital gap   8.9307 eV
HOMO   -9.4 eV
LUMO   -0.5 eV

The winner here is (b), beating the second structure by 3.448 eV.

(a)
C2H3BrFN | wB97M-V/def2-TZVPD

CARTESIAN COORDINATES (ANGSTROEM)
C (0.05283, -0.23927, -0.40772)
C (1.51247, -0.51612, -0.24929)
N (0.70389, -0.14391, 0.86203)
F (2.02225, -1.74499, -0.19535)
Br (2.58711, 0.88830, -0.99221)
H (-0.10552, 0.71234, -1.09747)
H (-0.61335, -0.95664, -0.61864)
H (0.68682, 0.78503, 1.27722)

Computed properties:
SMILES   F[C@@]1(Br)CN1
Frontier orbital gap   10.7825 eV
HOMO   -10.0 eV
LUMO   0.8 eV

(b)
C2H3BrFN | wB97M-V/def2-TZVPD

CARTESIAN COORDINATES (ANGSTROEM)
C (0.97289, 0.58918, 0.05334)
C (1.15181, -0.83803, -0.00179)
N (-0.05583, -0.53761, -0.08724)
F (1.98789, -1.82192, 0.02937)
Br (-3.77855, 0.34503, -0.02337)
H (1.00176, 1.10464, 1.00340)
H (1.15534, 1.19416, -0.82424)
H (-2.43531, -0.03545, -0.14947)

Computed properties:
SMILES   FC1=NC1.Br
Frontier orbital gap   11.4099 eV
HOMO   -10.6 eV
LUMO   0.8 eV

The winner here is (a), beating the second structure by 0.531 eV.

(a)
C2 | wB97M-V/def2-TZVPD

CARTESIAN COORDINATES (ANGSTROEM)
C (0.16704, -0.88033, 0.39167)
C (-0.16704, 0.88033, -0.39167)

Computed properties:
Frontier orbital gap   6.4389 eV
HOMO   -9.3 eV
LUMO   -2.8 eV

(b)
C2 | wB97M-V/def2-TZVPD

CARTESIAN COORDINATES (ANGSTROEM)
C (0.00362, 0.04165, 0.61755)
C (-0.00362, -0.04165, -0.61755)

Computed properties:
Frontier orbital gap   6.9258 eV
HOMO   -11.7 eV
LUMO   -4.7 eV

The winner here is (b), beating the second structure by 3.447 eV.

(a)
C2 | wB97M-V/def2-TZVPD

CARTESIAN COORDINATES (ANGSTROEM)
C (0.00000, 0.00000, 1.45277)
C (0.00000, 0.00000, -1.45277)

Computed properties:
Frontier orbital gap   5.1550 eV
HOMO   -7.9 eV
LUMO   -2.7 eV

(b)
C2 | wB97M-V/def2-TZVPD

CARTESIAN COORDINATES (ANGSTROEM)
C (0.01139, -0.37495, 1.04445)
C (-0.01139, 0.37495, -1.04445)

Computed properties:
Frontier orbital gap   6.2465 eV
HOMO   -8.7 eV
LUMO   -2.5 eV

The winner here is (b), beating the second structure by 3.198 eV.

(a)
C6H8OS | wB97M-V/def2-TZVPD

CARTESIAN COORDINATES (ANGSTROEM)
C (-2.01984, -1.34097, -0.17041)
C (-1.00968, -0.12802, -0.18849)
C (-1.66321, 1.25741, -0.56388)
C (0.31733, -0.24828, -0.08759)
C (1.46830, 0.75089, -0.03471)
C (2.69570, 0.25403, 0.80264)
H (-3.11692, -0.84636, 0.25023)
H (-2.45060, -1.50068, -1.26425)
H (-1.88157, -2.49386, 0.59394)
H (-2.73040, 1.41891, -1.00354)
H (0.77092, -1.34153, -0.05515)
H (1.31880, 1.77689, -0.11215)
H (3.39456, 0.84505, 1.31916)
H (2.77676, -0.75840, 1.31076)
O (-1.00181, 2.24421, 0.01548)
S (3.13167, 0.11072, -0.81203)

Computed properties:
Frontier orbital gap   8.4688 eV
HOMO   -8.7 eV
LUMO   -0.2 eV

(b)
C6H8OS | wB97M-V/def2-TZVPD

CARTESIAN COORDINATES (ANGSTROEM)
C (0.09572, -1.19501, 0.35906)
C (1.23658, -0.10932, 0.37222)
C (0.79050, 1.30776, -0.04391)
C (-0.45055, 1.71896, -0.43547)
C (-1.35115, 0.54856, -0.60389)
C (-1.11361, -0.34456, 0.57896)
H (0.84722, -2.46821, -0.89296)
H (0.20528, -1.87996, 1.21123)
H (1.61151, -0.01653, 1.39698)
H (2.10896, -0.42743, -0.23073)
H (1.59624, 2.05448, 0.04676)
H (-0.62658, 2.68818, -0.89876)
H (-1.15878, 0.08822, -1.57657)
H (-1.01497, 0.16181, 1.53571)
O (0.08228, -1.90377, -0.90313)
S (-2.85866, -0.22317, 0.08452)

Computed properties:
SMILES   O[C@H]1CC=C[C@@H]2S[C@H]21
Frontier orbital gap   9.3754 eV
HOMO   -8.6 eV
LUMO   0.8 eV

(c)
C6H8OS | wB97M-V/def2-TZVPD

CARTESIAN COORDINATES (ANGSTROEM)
C (0.72125, 2.05156, -0.02825)
C (-0.00863, 0.76803, -0.01192)
C (0.43743, -0.52668, -0.01603)
C (-0.77351, -1.45369, -0.06718)
C (-1.93099, -0.45696, 0.11124)
C (1.78718, -0.98921, -0.01524)
H (1.42399, 2.08176, -0.86081)
H (1.32306, 2.14261, 0.89763)
H (0.00303, 2.86062, -0.11454)
H (-0.77387, -2.18699, 0.73491)
H (-0.82035, -1.96248, -1.02264)
H (-2.41507, -0.48710, 1.08302)
H (-2.69673, -0.51185, -0.66311)
H (1.88768, -2.07193, -0.06058)
O (-1.34356, 0.87244, -0.00917)
S (3.17907, -0.13011, 0.04266)

Computed properties:
SMILES   CC1=C(C=S)CCO1
Frontier orbital gap   8.0882 eV
HOMO   -8.2 eV
LUMO   -0.1 eV

(d)
C6H8OS | wB97M-V/def2-TZVPD

CARTESIAN COORDINATES (ANGSTROEM)
C (2.67674, -0.02893, -0.15710)
C (1.31208, -0.04396, -0.00472)
C (0.62943, -0.43338, 1.24184)
C (-0.82855, -0.35572, 0.94330)
C (-0.49104, 1.48530, -0.32420)
C (0.28908, 0.26934, -0.92675)
H (3.47080, -0.21414, 0.55025)
H (2.93925, 0.42860, -1.16247)
H (0.90125, 0.11250, 2.14723)
H (0.77082, -1.60152, 1.36753)
H (-1.63814, -0.88005, 1.45198)
H (0.32806, 2.19002, 0.10959)
H (-1.13618, 2.17549, -1.14270)
H (0.51786, 0.59594, -1.91554)
O (-1.42889, 0.93213, 0.71620)
S (-1.01556, -0.97624, -0.73561)

Computed properties:
SMILES   C=C1C[C@H]2OC[C@@H]1S2
Frontier orbital gap   9.5027 eV
HOMO   -8.7 eV
LUMO   0.8 eV

The winner here is (c), beating the second structure by 1.695 eV.